Entry 1:
ORCA calculation (wB97M-V/def2-TZVPD) on one molecule with the formula C5H12O.

The energy above the lowest of the compared OMol25 structures with the same formula, charge and spin comes out at 53.6 kcal/mol. The SMILES is CC(C)CCO. Its highest occupied orbital energy is -9.4 eV.

Bonds (Å) are listed after each position.
Element x y z (Å)
1 C 1.150 0.443 -0.288  C2 1.549, H7 1.087, H8 1.179, H9 1.091
2 C -0.379 0.639 -0.436  C1 1.549, C3 1.545, C4 1.527, H10 1.105
3 C -0.896 2.058 -0.109  C2 1.545, H11 1.098, H12 1.102, H13 1.099
4 C -0.890 -0.469 0.482  C2 1.527, C5 1.574, H14 1.096, H15 1.113
5 C -0.064 -1.763 0.137  C4 1.574, O6 1.634, H16 1.104, H17 1.072
6 O 1.455 -1.995 0.691  C5 1.634, H18 0.983
7 H 1.695 0.778 -1.167  C1 1.087
8 H 1.538 -0.618 0.052  C1 1.179
9 H 1.464 1.005 0.592  C1 1.091
10 H -0.708 0.421 -1.468  C2 1.105
11 H -0.646 2.344 0.921  C3 1.098
12 H -1.988 2.144 -0.224  C3 1.102
13 H -0.444 2.811 -0.769  C3 1.099
14 H -0.745 -0.161 1.524  C4 1.096
15 H -1.981 -0.659 0.378  C4 1.113
16 H -0.064 -1.825 -0.965  C5 1.104
17 H -0.480 -2.635 0.601  C5 1.072
18 H 1.982 -2.518 0.048  O6 0.983

=====

Entry 2:
ORCA calculation (wB97M-V/def2-TZVPD) on a 5-piece molecular cluster, C14H33N3O2S2 overall.

As for the multiplicity: 2. Its expectation value of S² is 0.75. Its charge is -1. Its highest occupied orbital energy (spin up / spin down) is 0.6 / -6.3 eV.

Bonds (Å) are listed after each position.
Element x y z (Å)
1 C -17.034 -4.230 -14.940  C2 1.563, H8 1.090, H9 1.090, H10 1.090
2 C -17.450 -5.058 -13.681  C1 1.563, N3 1.455, H11 1.090, H12 1.090
3 N -17.462 -4.148 -12.545  C2 1.455, C4 1.467, C6 1.509
4 C -16.290 -3.409 -12.063  N3 1.467, C5 1.569, H13 1.090, H14 1.090
5 C -16.630 -2.476 -10.849  C4 1.569, H15 1.090, H16 1.090, H17 1.090
6 C -18.070 -5.001 -11.460  N3 1.509, C7 1.572, H18 1.090, H19 1.090
7 C -17.202 -6.267 -11.121  C6 1.572, H20 1.090, H21 1.090, H22 1.090
8 H -16.016 -3.846 -14.888  C1 1.090
9 H -17.684 -3.398 -15.213  C1 1.090
10 H -17.032 -4.848 -15.838  C1 1.090
11 H -18.491 -5.312 -13.879  C2 1.090
12 H -16.951 -6.026 -13.618  C2 1.090
13 H -15.485 -4.040 -11.687  C4 1.090
14 H -15.906 -2.779 -12.865  C4 1.090
15 H -17.312 -1.670 -11.119  C5 1.090
16 H -16.971 -3.010 -9.961  C5 1.090
17 H -15.683 -2.043 -10.529  C5 1.090
18 H -19.048 -5.321 -11.819  C6 1.090
19 H -18.254 -4.476 -10.523  C6 1.090
20 H -16.271 -5.893 -10.695  C7 1.090
21 H -17.075 -7.122 -11.786  C7 1.090
22 H -17.726 -6.824 -10.344  C7 1.090
23 C -16.346 -0.321 -14.242  C24 1.478, H26 1.090, H27 1.090, H28 1.090
24 C -14.995 -0.478 -14.821  C23 1.478, N25 1.149
25 N -13.998 -0.797 -15.293  C24 1.149
26 H -16.294 -0.255 -13.155  C23 1.090
27 H -16.954 -1.208 -14.416  C23 1.090
28 H -16.776 0.565 -14.709  C23 1.090
29 C -14.244 0.964 -18.020  C30 1.463, H32 1.090, H33 1.090, H34 1.090
30 C -13.365 -0.041 -18.618  C29 1.463, N31 1.178
31 N -12.698 -0.900 -19.072  C30 1.178
32 H -14.393 0.665 -16.982  C29 1.090
33 H -15.178 0.863 -18.572  C29 1.090
34 H -13.877 1.990 -18.037  C29 1.090
35 C -13.501 -5.430 -16.390  S36 1.846, H39 1.090, H40 1.090, H41 1.090
36 S -12.794 -4.381 -15.047  C35 1.846, O37 1.503, C38 1.888
37 O -11.851 -5.223 -14.234  S36 1.503
38 C -11.847 -3.199 -16.175  S36 1.888, H42 1.090, H43 1.090, H44 1.090
39 H -12.782 -6.161 -16.764  C35 1.090
40 H -13.967 -4.782 -17.132  C35 1.090
41 H -14.348 -5.996 -16.003  C35 1.090
42 H -11.770 -3.746 -17.114  C38 1.090
43 H -10.834 -3.067 -15.796  C38 1.090
44 H -12.382 -2.301 -16.482  C38 1.090
45 C -19.353 1.036 -9.802  S46 1.867, H49 1.090, H50 1.090, H51 1.090
46 S -18.152 1.333 -11.201  C45 1.867, O47 1.549, C48 1.873
47 O -18.534 0.369 -12.352  S46 1.549
48 C -18.674 3.067 -11.678  S46 1.873, H52 1.090, H53 1.090, H54 1.090
49 H -19.397 1.772 -9.000  C45 1.090
50 H -19.107 0.067 -9.367  C45 1.090
51 H -20.394 1.025 -10.123  C45 1.090
52 H -19.478 3.450 -11.050  C48 1.090
53 H -19.155 2.966 -12.651  C48 1.090
54 H -17.787 3.693 -11.577  C48 1.090

=====

Entry 3:
ORCA calculation (wB97M-V/def2-TZVPD) on one molecule with the formula C2H6N2OS.

The energy above the lowest of the compared OMol25 structures with the same formula, charge and spin comes out at 7.9 kcal/mol. The SMILES is CSNC(N)=O. Its highest occupied orbital energy is -8.7 eV.

Bonds (Å) are listed after each position.
Element x y z (Å)
1 C -1.948 0.692 0.747  S2 1.822, H7 1.091, H8 1.099, H9 1.110
2 S -1.280 -0.518 -0.440  C1 1.822, N3 1.676
3 N 0.285 -0.892 0.029  S2 1.676, C4 1.400, H10 1.035
4 C 1.163 0.191 -0.095  N3 1.400, N5 1.382, O6 1.202
5 N 2.355 -0.178 0.500  C4 1.382, H11 0.980, H12 0.991
6 O 0.858 1.218 -0.639  C4 1.202
7 H -2.977 0.927 0.470  C1 1.091
8 H -1.921 0.228 1.742  C1 1.099
9 H -1.342 1.621 0.734  C1 1.110
10 H 0.401 -1.372 0.939  N3 1.035
11 H 3.060 0.454 0.252  N5 0.980
12 H 2.623 -1.127 0.399  N5 0.991

=====

Entry 4:
ORCA calculation (wB97M-V/def2-TZVPD) on a 13-piece molecular cluster, C42H72NO31 overall.

Its charge is +1. Its highest occupied orbital energy is -11.6 eV.

Bonds (Å) are listed after each position.
Element x y z (Å)
1 C 1.739 -0.947 1.222  C2 1.512, H12 1.090, H13 1.090, H14 1.091
2 C 0.415 -0.407 0.733  C1 1.512, C3 1.506, N7 1.528, C11 1.566
3 C 0.289 0.900 1.470  C2 1.506, C4 1.521, H15 1.091, H16 1.092
4 C -0.803 1.838 0.979  C3 1.521, C5 1.492, H17 1.090, H18 1.091
5 C -0.422 2.237 -0.407  C4 1.492, C6 1.565, H19 1.091, H20 1.090
6 C -0.468 1.019 -1.388  C5 1.565, N7 1.567, C9 1.587, C10 1.599
7 N 0.397 -0.132 -0.770  C2 1.528, C6 1.567, O8 1.324
8 O 1.029 -0.985 -1.561  N7 1.324
9 C 0.063 1.485 -2.809  C6 1.587, H21 1.089, H22 1.089, H23 1.088
10 C -1.991 0.571 -1.581  C6 1.599, H24 1.091, H25 1.090, H26 1.089
11 C -0.751 -1.361 1.161  C2 1.566, H27 1.088, H28 1.090, H29 1.095
12 H 1.608 -1.372 2.217  C1 1.090
13 H 2.554 -0.229 1.306  C1 1.090
14 H 2.231 -1.727 0.638  C1 1.091
15 H 1.199 1.484 1.617  C3 1.091
16 H 0.088 0.542 2.481  C3 1.092
17 H -0.865 2.669 1.682  C4 1.090
18 H -1.730 1.290 1.152  C4 1.091
19 H 0.594 2.635 -0.370  C5 1.091
20 H -1.044 3.044 -0.796  C5 1.090
21 H -0.289 2.501 -2.981  C9 1.089
22 H -0.536 0.852 -3.460  C9 1.089
23 H 1.148 1.405 -2.854  C9 1.088
24 H -2.356 1.196 -2.397  C10 1.091
25 H -2.675 0.888 -0.793  C10 1.090
26 H -2.173 -0.469 -1.849  C10 1.089
27 H -1.758 -1.239 0.767  C11 1.088
28 H -0.677 -1.733 2.182  C11 1.090
29 H -0.376 -2.275 0.689  C11 1.095
30 C 4.222 0.827 4.114  C31 1.502, O35 1.425, H36 1.091, H37 1.090
31 C 4.347 0.085 5.414  C30 1.502, O32 1.464, H38 1.088, H39 1.089
32 O 4.457 -1.299 4.952  C31 1.464, C33 1.310
33 C 4.203 -1.422 3.672  O32 1.310, O34 1.200, O35 1.352
34 O 4.304 -2.415 3.007  C33 1.200
35 O 4.131 -0.190 3.120  C30 1.425, C33 1.352
36 H 5.100 1.456 3.962  C30 1.091
37 H 3.391 1.503 3.911  C30 1.090
38 H 3.574 0.352 6.132  C31 1.088
39 H 5.326 0.440 5.731  C31 1.089
40 C -0.929 2.110 -6.362  C41 1.527, O45 1.435, H46 1.090, H47 1.090
41 C -1.090 3.308 -7.293  C40 1.527, O42 1.403, H48 1.091, H49 1.088
42 O -1.403 4.317 -6.371  C41 1.403, C43 1.344
43 C -1.710 3.857 -5.147  O42 1.344, O44 1.199, O45 1.356
44 O -1.930 4.635 -4.262  C43 1.199
45 O -1.539 2.511 -5.126  C40 1.435, C43 1.356
46 H 0.068 1.735 -6.131  C40 1.090
47 H -1.457 1.384 -6.980  C40 1.090
48 H -1.964 2.970 -7.852  C41 1.091
49 H -0.313 3.584 -8.003  C41 1.088
50 C 4.114 -5.600 1.423  C51 1.507, O55 1.462, H56 1.087, H57 1.089
51 C 2.926 -5.493 0.502  C50 1.507, O52 1.359, H58 1.092, H59 1.094
52 O 2.906 -4.243 -0.033  C51 1.359, C53 1.323
53 C 4.134 -3.752 0.014  O52 1.323, O54 1.232, O55 1.349
54 O 4.556 -2.740 -0.546  C53 1.232
55 O 4.914 -4.643 0.660  C50 1.462, C53 1.349
56 H 4.603 -6.566 1.329  C50 1.087
57 H 3.986 -5.152 2.407  C50 1.089
58 H 1.941 -5.783 0.874  C51 1.092
59 H 2.960 -6.286 -0.252  C51 1.094
60 C -5.808 1.200 -4.673  C61 1.463, O65 1.436, H66 1.091, H67 1.088
61 C -4.795 2.151 -4.214  C60 1.463, O62 1.403, H68 1.092, H69 1.092
62 O -4.575 2.873 -5.398  C61 1.403, C63 1.365
63 C -4.873 2.096 -6.481  O62 1.365, O64 1.180, O65 1.382
64 O -4.536 2.245 -7.602  C63 1.180
65 O -5.415 0.910 -6.024  C60 1.436, C63 1.382
66 H -6.733 1.774 -4.598  C60 1.091
67 H -5.861 0.235 -4.172  C60 1.088
68 H -3.870 1.786 -3.763  C61 1.092
69 H -5.157 2.688 -3.335  C61 1.092
70 C 1.207 -3.717 4.534  C71 1.532, O75 1.420, H76 1.091, H77 1.091
71 C 1.129 -4.247 5.969  C70 1.532, O72 1.410, H78 1.089, H79 1.090
72 O 0.413 -3.204 6.591  C71 1.410, C73 1.379
73 C -0.259 -2.450 5.652  O72 1.379, O74 1.210, O75 1.296
74 O -1.199 -1.710 5.835  C73 1.210
75 O 0.106 -2.823 4.466  C70 1.420, C73 1.296
76 H 1.156 -4.566 3.851  C70 1.091
77 H 2.190 -3.310 4.298  C70 1.091
78 H 2.155 -4.326 6.327  C71 1.089
79 H 0.569 -5.175 6.095  C71 1.090
80 C -0.990 3.045 6.620  C81 1.531, O85 1.397, H86 1.090, H87 1.092
81 C -0.767 3.662 5.237  C80 1.531, O82 1.413, H88 1.088, H89 1.089
82 O -0.014 2.682 4.552  C81 1.413, C83 1.319
83 C 0.343 1.696 5.351  O82 1.319, O84 1.202, O85 1.342
84 O 1.060 0.773 5.069  C83 1.202
85 O -0.284 1.844 6.529  C80 1.397, C83 1.342
86 H -2.039 3.013 6.919  C80 1.090
87 H -0.611 3.751 7.361  C80 1.092
88 H -0.257 4.599 5.454  C81 1.088
89 H -1.757 3.755 4.793  C81 1.089
90 C 4.835 2.579 -0.472  C91 1.509, O95 1.391, H96 1.089, H97 1.094
91 C 3.384 2.912 -0.719  C90 1.509, O92 1.457, H98 1.087, H99 1.089
92 O 3.070 3.163 0.681  C91 1.457, C93 1.298
93 C 4.092 3.403 1.443  O92 1.298, O94 1.245, O95 1.374
94 O 3.983 3.982 2.540  C93 1.245
95 O 5.240 3.130 0.738  C90 1.391, C93 1.374
96 H 5.539 2.754 -1.284  C90 1.089
97 H 4.805 1.491 -0.369  C90 1.094
98 H 2.768 2.049 -0.959  C91 1.087
99 H 3.177 3.843 -1.244  C91 1.089
100 C -5.251 5.805 -0.546  C101 1.500, O105 1.452, H106 1.089, H107 1.089
101 C -4.183 5.519 -1.559  C100 1.500, O102 1.430, H108 1.088, H109 1.088
102 O -3.935 4.142 -1.261  C101 1.430, C103 1.325
103 C -4.254 3.813 -0.018  O102 1.325, O104 1.213, O105 1.360
104 O -3.824 2.860 0.598  C103 1.213
105 O -5.031 4.808 0.486  C100 1.452, C103 1.360
106 H -6.272 5.728 -0.917  C100 1.089
107 H -5.035 6.786 -0.125  C100 1.089
108 H -3.241 6.034 -1.380  C101 1.088
109 H -4.649 5.609 -2.538  C101 1.088
110 C 4.015 -1.076 -5.318  C111 1.490, O115 1.419, H116 1.090, H117 1.089
111 C 3.263 -1.302 -4.052  C110 1.490, O112 1.402, H118 1.090, H119 1.091
112 O 2.963 -0.001 -3.620  C111 1.402, C113 1.368
113 C 3.934 0.797 -4.159  O112 1.368, O114 1.215, O115 1.350
114 O 3.976 1.990 -3.932  C113 1.215
115 O 4.739 0.098 -4.988  C110 1.419, C113 1.350
116 H 3.446 -0.838 -6.218  C110 1.090
117 H 4.633 -1.959 -5.480  C110 1.089
118 H 3.811 -1.951 -3.369  C111 1.090
119 H 2.268 -1.640 -4.345  C111 1.091
120 C 0.835 -3.981 -2.709  C121 1.490, H123 1.094, H124 1.089, H125 1.089
121 C -0.465 -3.703 -3.381  C120 1.490, O122 1.449, H126 1.090, H127 1.093
122 O -0.938 -2.341 -3.228  C121 1.449, H128 0.961
123 H 0.633 -3.655 -1.684  C120 1.094
124 H 1.691 -3.391 -3.033  C120 1.089
125 H 1.121 -5.027 -2.616  C120 1.089
126 H -1.343 -4.256 -3.046  C121 1.090
127 H -0.219 -3.835 -4.437  C121 1.093
128 H -1.829 -2.375 -3.584  O122 0.961
129 C -2.911 0.904 3.962  C130 1.515, H132 1.092, H133 1.089, H134 1.091
130 C -4.257 1.248 3.359  C129 1.515, O131 1.383, H135 1.090, H136 1.093
131 O -5.189 0.226 3.386  C130 1.383, H137 0.962
132 H -2.402 1.870 3.988  C129 1.092
133 H -2.319 0.174 3.414  C129 1.089
134 H -3.086 0.660 5.011  C129 1.091
135 H -4.146 1.470 2.298  C130 1.090
136 H -4.709 2.097 3.879  C130 1.093
137 H -5.439 0.153 4.312  O131 0.962
138 C -0.557 -6.668 -0.430  C139 1.574, H141 1.091, H142 1.089, H143 1.089
139 C -1.658 -5.819 0.306  C138 1.574, O140 1.451, H144 1.090, H145 1.089
140 O -1.285 -4.950 1.407  C139 1.451, H146 0.961
141 H -0.020 -7.310 0.270  C138 1.091
142 H 0.216 -6.035 -0.862  C138 1.089
143 H -1.119 -7.298 -1.119  C138 1.089
144 H -2.389 -6.519 0.712  C139 1.090
145 H -2.129 -5.110 -0.374  C139 1.089
146 H -1.147 -5.487 2.192  O140 0.961

=====

What is the formula in the second record? C14H33N3O2S2